Record 1
Formula: C33H32AlBrN7O
Source: OMol25
Level of theory: wB97M-V/def2-TZVPD

**Net charge**: +1
**E_LUMO**: -3.04 eV
**Kohn-Sham gap**: 0.2551 Eh
**Total energy**: -4551.659324 Eh
**2S+1**: 1

Atoms and positions in Å:
Al -0.277 -0.996 0.501
C -0.343 0.280 -2.218
N -0.116 -1.058 -1.597
C -1.111 -1.979 -2.208
C 1.267 -1.459 -1.854
C 1.658 -1.770 -3.140
C 2.984 -2.052 -3.426
C 3.903 -1.968 -2.395
C 3.511 -1.664 -1.097
C 2.166 -1.448 -0.765
N 1.610 -1.222 0.495
C 2.151 -1.604 1.724
C 3.482 -1.918 2.034
C 3.852 -2.367 3.296
C 2.925 -2.511 4.313
C 1.612 -2.154 4.052
C 1.242 -1.702 2.802
N -0.131 -1.252 2.574
C -1.146 -2.208 3.095
C -0.344 0.031 3.301
H -0.250 0.191 -3.302
H -1.344 0.628 -1.972
H 0.394 0.992 -1.867
H -1.287 -1.709 -3.250
H -0.741 -2.999 -2.171
H -2.048 -1.902 -1.659
H 0.921 -1.781 -3.934
H 3.290 -2.302 -4.431
H 4.954 -2.131 -2.592
H 4.288 -1.571 -0.363
H 4.265 -1.806 1.311
H 4.893 -2.599 3.476
H 3.215 -2.872 5.289
H 0.868 -2.221 4.836
H -1.324 -2.030 4.156
H -2.077 -2.067 2.551
H -0.792 -3.226 2.968
H -0.267 -0.150 4.374
H 0.413 0.754 3.016
H -1.335 0.417 3.072
Br 0.506 3.076 -4.874
C -0.611 3.781 -3.528
C -1.767 3.096 -3.176
C -2.572 3.588 -2.162
C -2.226 4.768 -1.517
C -1.114 5.484 -1.930
C -0.282 4.980 -2.922
N -3.029 5.388 -0.472
N -3.496 4.698 0.444
C -3.105 3.300 0.498
C -4.079 2.351 0.578
C -3.787 0.964 0.577
C -2.485 0.546 0.541
O -2.075 -0.717 0.511
C -1.463 1.545 0.559
N -0.195 1.049 0.583
C 0.824 1.874 0.621
C 0.643 3.267 0.660
C -0.624 3.780 0.630
C -1.741 2.912 0.551
H -2.036 2.187 -3.696
H -3.477 3.063 -1.897
H -0.898 6.434 -1.458
H 0.600 5.524 -3.230
H -5.110 2.680 0.595
H -4.585 0.235 0.598
H 1.809 1.420 0.632
H 1.506 3.915 0.717
H -0.773 4.850 0.678
C 0.257 -5.583 0.294
C -0.157 -4.182 0.354
N -0.476 -3.084 0.404
H 1.152 -5.666 -0.319
H -0.540 -6.184 -0.139
H 0.476 -5.937 1.299


Record 2
Formula: C14H33AlIN5O7P
Source: OMol25
Level of theory: wB97M-V/def2-TZVPD

**Net charge**: -1
**E_LUMO**: 2.41 eV
**Kohn-Sham gap**: 0.2691 Eh
**Total energy**: -2235.176829 Eh
**2S+1**: 1

Atoms and positions in Å:
C -1.737 -1.201 -0.072
C -0.183 -0.725 0.276
C -0.045 0.905 0.381
I 1.618 1.374 1.785
Al 0.484 1.804 -1.433
C 0.677 3.805 -1.026
C 1.244 4.719 -2.263
N 2.712 5.016 -1.972
N 1.074 4.114 -3.641
N 0.461 6.046 -2.199
N 2.156 0.988 -1.980
C 1.903 0.112 -3.031
O 1.772 -0.580 -4.187
P -1.140 1.509 -3.087
N -2.639 1.206 -2.480
H -2.014 -1.025 -1.206
H -1.894 -2.364 0.143
H -2.523 -0.627 0.596
H 0.603 -1.242 -0.435
H 0.030 -1.157 1.368
H -1.013 1.437 0.822
H -0.368 4.220 -0.649
H 1.460 3.902 -0.131
H 3.284 4.229 -2.369
H 2.968 5.934 -2.397
H 1.601 3.221 -3.762
H 1.535 4.778 -4.331
H 0.466 6.387 -1.190
H 0.961 6.796 -2.730
H -1.131 2.682 -3.924
H -0.819 0.372 -3.951
H -2.543 1.201 -1.427
C 7.159 -3.004 5.326
C 7.277 -1.532 4.968
O 7.103 -1.334 3.560
C 5.822 -1.372 3.115
O 4.829 -1.550 3.801
O 5.839 -1.206 1.769
C 4.555 -1.321 1.159
H 7.846 -3.604 4.720
H 7.386 -3.164 6.384
H 6.151 -3.381 5.130
H 8.283 -1.179 5.217
H 6.570 -0.918 5.538
H 3.828 -0.653 1.632
H 4.214 -2.360 1.205
H 4.652 -1.034 0.108
C -7.378 -3.913 1.678
C -8.223 -3.445 0.505
O -7.710 -2.224 -0.039
C -6.618 -2.348 -0.834
O -6.054 -3.391 -1.123
O -6.243 -1.106 -1.230
C -5.042 -1.086 -2.000
H -7.283 -3.117 2.424
H -7.825 -4.792 2.151
H -6.365 -4.172 1.359
H -9.240 -3.236 0.852
H -8.300 -4.216 -0.271
H -5.102 -1.773 -2.851
H -4.188 -1.334 -1.363
H -4.904 -0.072 -2.387


Record 3
Formula: C5H16N2O2Si
Source: OMol25
Level of theory: wB97M-V/def2-TZVPD

**E_LUMO**: 0.78 eV
**Kohn-Sham gap**: 0.3718 Eh
**Total energy**: -749.606270 Eh
**2S+1**: 1

Atoms and positions in Å:
C -1.819 2.027 0.045
C -1.003 1.249 -0.947
O -0.207 1.855 -1.601
N -1.169 -0.117 -1.137
C 0.014 -0.692 -1.800
Si -1.651 -1.083 0.283
C -0.225 -1.587 1.393
C 0.652 -0.436 1.913
N 2.070 -0.594 1.502
H -1.917 3.015 -0.365
H -1.264 2.139 0.959
H -2.809 1.647 0.221
H 0.166 -0.272 -2.775
H 0.868 -0.515 -1.177
H -0.111 -1.755 -1.925
H -2.707 -0.349 0.996
H -2.249 -2.335 -0.235
H 0.380 -2.351 0.933
H -0.664 -2.068 2.258
H 0.303 0.534 1.576
H 0.631 -0.452 2.989
H 2.381 0.279 1.097
H 2.123 -1.246 0.729
O 2.825 0.650 -1.626
H 3.397 1.399 -1.425
H 1.986 1.057 -1.884


Which of these has the highest Kohn-Sham gap? C5H16N2O2Si